Model w:
Formula: C4H6N2O2
Source: the OMol25 dataset
Level of theory: the ωB97M-V functional and the def2-TZVPD basis

Last columns: bonded neighbours and bond lengths (Å).
Positions of all 14 atoms, in Å:
1 C -2.56 0.65 -0.46  C2 1.353, H9 1.106, H10 1.135
2 C -2.24 -0.15 0.58  C1 1.353, N3 1.377, H11 1.024
3 N -1.18 -0.97 0.26  C2 1.377, C4 1.268
4 C 0.04 -0.76 0.00  N3 1.268, C5 1.443, H12 1.144
5 C 0.97 0.28 0.38  C4 1.443, N6 1.317, H13 1.005
6 N 2.25 0.27 0.10  C5 1.317, O7 1.241, O8 1.434
7 O 3.06 1.18 0.35  N6 1.241
8 O 2.80 -0.96 -0.40  N6 1.434, H14 0.991
9 H -1.95 0.78 -1.37  C1 1.106
10 H -3.53 1.24 -0.55  C1 1.135
11 H -2.73 -0.51 1.41  C2 1.024
12 H 0.63 -1.61 -0.50  C4 1.144
13 H 0.76 1.14 0.85  C5 1.005
14 H 3.69 -0.58 -0.64  O8 0.991

The LUMO energy (alpha / beta) comes out at -0.34 / -0.35 eV. The HOMO-LUMO gap (alpha / beta) comes out at 8.0616 / 8.0594 eV. The calculation puts the HOMO energy (alpha / beta) at -8.41 / -8.40 eV. As for the SMILES: C=C/N=C\C=[N+](\[O-])O.

---

Model x:
Formula: C4H6N2O2
Source: the OMol25 dataset
Level of theory: the ωB97M-V functional and the def2-TZVPD basis

Last columns: bonded neighbours and bond lengths (Å).
Positions of all 14 atoms, in Å:
1 H -2.22 -1.34 0.56  N2 1.091
2 N -2.12 -0.54 -0.17  H1 1.091, C3 1.400
3 C -0.74 -0.36 -0.29  N2 1.400, C4 1.495, N7 1.297
4 C -0.35 0.60 -1.36  C3 1.495, O5 1.207, O6 1.306
5 O 0.56 1.39 -1.21  C4 1.207
6 O -1.34 0.97 -2.13  C4 1.306, H10 0.945
7 N 0.17 -0.70 0.57  C3 1.297, C8 1.525, C9 1.389
8 C 0.79 0.42 1.40  N7 1.525, C9 1.541, H11 1.102, H12 1.009
9 C 1.56 -0.67 0.63  N7 1.389, C8 1.541, H13 1.224, H14 1.114
10 H -2.17 0.53 -2.20  O6 0.945
11 H 0.82 1.40 0.88  C8 1.102
12 H 0.61 0.13 2.34  C8 1.009
13 H 2.40 -0.27 -0.16  C9 1.224
14 H 2.03 -1.55 1.14  C9 1.114

The LUMO energy comes out at -0.22 eV. The HOMO-LUMO gap comes out at 9.4769 eV. The calculation puts the HOMO energy at -9.70 eV. As for the SMILES: [H]/N=C(/C(=O)O)N1CC1.

---

Model y:
Formula: C4H6N2O2
Source: the OMol25 dataset
Level of theory: the ωB97M-V functional and the def2-TZVPD basis

Last columns: bonded neighbours and bond lengths (Å).
Positions of all 14 atoms, in Å:
1 C -1.23 1.11 -1.33  O7 1.330, H9 1.164
2 C 1.57 0.13 -0.09  N5 1.265, O8 1.311
3 C -0.48 0.93 0.87  N5 1.269, N6 1.353, O7 1.365
4 C 1.03 -2.01 -1.09  O8 1.494, H10 1.064, H11 1.074, H12 1.094
5 N 0.50 0.18 0.59  C2 1.265, C3 1.269
6 N -1.09 1.07 2.07  C3 1.353, H13 1.054, H14 1.044
7 O -1.25 1.54 -0.08  C1 1.330, C3 1.365
8 O 1.96 -0.87 -0.84  C2 1.311, C4 1.494
9 H -1.85 1.85 -1.98  C1 1.164
10 H 1.41 -2.43 -1.98  C4 1.064
11 H 0.13 -1.42 -1.18  C4 1.074
12 H 1.14 -2.60 -0.18  C4 1.094
13 H -0.56 0.50 2.79  N6 1.054
14 H -1.30 2.03 2.42  N6 1.044

The LUMO energy (alpha / beta) comes out at -0.05 / -0.05 eV. The HOMO-LUMO gap (alpha / beta) comes out at 7.2934 / 7.2941 eV. The calculation puts the HOMO energy (alpha / beta) at -7.34 / -7.34 eV.

---

Quick look at relative energies in hartree: model w 0.0735; model x 0.0000; model y 0.0991.